The following is a quantum chemistry calculation of a single C21H23FN2O2 molecule, from OMol25.

ORCA input file:
```
! wB97M-V def2-TZVPD RIJCOSX def2/J DEFGRID3
* xyz 0 1
C -6.59725 -2.41797 1.21480
C -5.30269 -2.56908 1.01101
C -4.68667 -2.88532 -0.32190
O -3.39231 -2.34110 -0.48776
C -3.25009 -0.99763 -0.63177
C -4.28315 -0.06854 -0.57009
C -4.00850 1.27885 -0.74256
C -2.71851 1.72065 -0.95991
C -1.67965 0.79397 -1.01432
C -0.28508 1.22885 -1.32727
O 0.29061 0.84653 -2.33354
N 0.28019 2.10702 -0.46183
C -0.12061 2.24774 0.91900
C 0.82493 1.43042 1.80269
C 2.26839 1.88006 1.59320
C 2.65245 1.79615 0.10374
N 2.67463 0.42670 -0.35654
C 3.78060 -0.38258 -0.31896
C 4.90024 -0.10495 0.47080
C 5.97096 -0.97850 0.50907
C 5.92547 -2.13919 -0.23696
F 6.97575 -2.99785 -0.19447
C 4.83197 -2.44507 -1.02794
C 3.77057 -1.56734 -1.06707
C 1.62431 2.58225 -0.71881
C -1.94697 -0.55432 -0.86394
H -6.99923 -2.22055 2.19316
H -7.31139 -2.49564 0.41074
H -4.59356 -2.48983 1.82390
H -4.52579 -3.96783 -0.39375
H -5.34750 -2.58041 -1.14404
H -5.29840 -0.38065 -0.38588
H -4.82031 1.98999 -0.70286
H -2.51238 2.77109 -1.09975
H -1.14835 1.90636 1.04179
H -0.06526 3.30805 1.19025
H 0.54197 1.54570 2.84957
H 0.73567 0.37599 1.53508
H 2.93564 1.24800 2.17919
H 2.38847 2.91202 1.93066
H 3.64081 2.25801 -0.03982
H 2.01823 0.21237 -1.09372
H 4.94514 0.79739 1.05934
H 6.83729 -0.76427 1.11514
H 4.82421 -3.35640 -1.60473
H 2.91342 -1.78669 -1.68670
H 1.82364 2.46751 -1.78638
H 1.67227 3.64323 -0.45470
H -1.15420 -1.28321 -0.92515
*
```

E_HOMO in eV: -7.519
Lowest unoccupied orbital energy in eV: 0.703
SMILES string: C=CCOc1cccc(C(=O)N2CCC[C@@H](Nc3ccc(F)cc3)C2)c1
Gap between HOMO and LUMO in eV: 8.2218
E_tot in a.u.: -1173.877737

These are the Löwdin partial charges, in e, on atoms 1 to 2: number 1, C, carries 0.007; number 2, C, carries -0.165

The following is a quantum chemistry calculation of a single C20H18Cl2N2O molecule, from OMol25.

ORCA input file:
```
! wB97M-V def2-TZVPD RIJCOSX def2/J DEFGRID3
* xyz 0 1
C -0.53440 -2.45499 -1.07809
C 0.18519 -1.42587 -0.10357
C 1.49560 -1.02628 -0.30743
C 2.39731 -1.42472 -1.38314
O 2.09628 -1.01606 -2.49859
N 3.37564 -2.41884 -1.15778
C 3.94423 -3.16862 -2.26975
C 3.82602 -2.88112 0.15382
C 1.70884 0.16474 0.37882
C 0.53624 0.49741 1.06066
C 0.44477 1.61392 1.93005
C -0.09709 1.40593 3.21096
C -0.29018 2.50000 4.07963
C 0.14919 3.76707 3.81817
Cl -0.01061 5.11028 5.00328
C 0.72320 3.92217 2.56609
C 0.86015 2.94032 1.60105
N -0.43412 -0.52605 0.83631
C -1.76974 -0.56931 1.18029
C -2.53651 0.57445 1.06140
C -3.82521 0.78119 1.45900
C -4.55978 -0.33253 1.97016
Cl -6.26018 -0.26311 2.26544
C -3.79358 -1.56686 2.07089
C -2.40794 -1.67022 1.70456
H -0.02395 -2.41469 -1.98778
H -0.44919 -3.50135 -0.75331
H -1.53882 -2.15322 -1.22579
H 3.15037 -3.31815 -3.06834
H 4.35756 -4.14122 -2.01774
H 4.70845 -2.65291 -2.86228
H 2.91138 -3.03568 0.80414
H 4.40880 -3.79725 0.07546
H 4.44153 -2.10956 0.63850
H 2.63423 0.74261 0.35620
H -0.27820 0.39122 3.60638
H -0.68188 2.34618 5.03098
H 1.13815 4.94134 2.34761
H 1.42521 3.17590 0.66339
H -2.05381 1.47793 0.71111
H -4.27290 1.70366 1.34432
H -4.29799 -2.45639 2.41901
H -1.87166 -2.54867 1.77788
*
```

E_HOMO in eV: -7.904
Lowest unoccupied orbital energy in eV: 0.503
SMILES string: Cc1c(C(=O)N(C)C)cc(-c2ccc(Cl)cc2)n1-c1ccc(Cl)cc1
Gap between HOMO and LUMO in eV: 8.4074
E_tot in a.u.: -1878.013141

These are the Löwdin partial charges, in e, on atoms 1 to 2: number 1, C, carries 0.027; number 2, C, carries -0.096

The following is a quantum chemistry calculation of a molecular structure, C3H12NO3S, from OMol25.

ORCA input file:
```
! wB97M-V def2-TZVPD RIJCOSX def2/J DEFGRID3
* xyz -1 1
C 0.87204 1.62912 -0.66690
O 0.58852 2.48529 0.29695
C 0.42476 0.17976 -0.37797
C 1.53718 -0.83750 -1.03872
S 0.87235 -2.64655 -0.98263
N -0.86124 -0.19066 -0.97845
H 0.45114 2.06270 -1.59694
H 1.97283 1.52784 -0.84650
H 0.40406 0.11186 0.66225
H 2.28064 -0.87697 -0.25129
H 1.75495 -0.58746 -2.00397
H -0.44495 -2.48302 -0.95643
H -1.24191 0.51338 -1.70230
H -1.53592 -0.07402 -0.21202
H -1.79204 0.77560 2.61317
H -1.47906 -0.57434 1.98827
O -1.87777 -0.22515 2.83782
H -0.58868 2.26460 0.72288
H -2.15086 2.33800 1.55114
O -1.53112 1.84650 1.25329
*
```

E_HOMO in eV: -4.351
Lowest unoccupied orbital energy in eV: 3.303
Gap between HOMO and LUMO in eV: 7.6542
E_tot in a.u.: -800.137922

These are the Löwdin partial charges, in e, on atoms 1 to 2: number 1, C, carries -0.430; number 2, O, carries -0.223

Listing relative energy (zero: lowest compared OMol25 entry of this formula, charge and spin) for the structures above in their given order: 199.5, 0.0, 162.7 kJ/mol.